The following is a quantum chemistry calculation of a cluster of 21 separate species, C63H168O21 in total, from the OMol25 dataset.

Properties
LUMO level = 0.325 eV
Kohn-Sham gap = 10.08 eV
energy relative to the best compared isomer or geometry (same formula, charge and spin) = 2.403 eV

Each line ends with the Mulliken charge.
Positions of all 252 atoms, in Å:
1 C 3.2389 -6.2741 1.3436  -1.6192
2 C 2.6862 -5.1623 2.2057  2.6852
3 C 1.8682 -5.5993 3.3891  -1.0408
4 O 3.7045 -4.3968 2.8293  -0.7458
5 H 3.7354 -6.9952 2.0047  0.4044
6 H 4.0195 -5.7946 0.7690  0.4820
7 H 2.5120 -6.7627 0.7772  0.3228
8 H 2.1651 -4.4990 1.4388  -1.2780
9 H 1.5459 -4.7634 3.9977  -0.4225
10 H 2.5116 -6.2387 4.0126  0.5225
11 H 1.0007 -6.1524 3.0253  0.3477
12 H 4.2898 -4.1994 2.1246  0.1045
13 C -2.8698 3.1110 2.6244  -1.0475
14 C -1.9117 2.6534 3.6782  0.2393
15 C -1.7225 1.1539 3.6563  -0.6850
16 O -0.6275 3.3189 3.5739  1.4503
17 H -3.9239 2.8005 2.7369  0.6571
18 H -2.5129 2.7193 1.6599  -0.0304
19 H -2.8006 4.2189 2.5830  0.1177
20 H -2.3431 2.8744 4.6688  0.2914
21 H -1.2248 0.7940 2.7629  0.0331
22 H -2.6640 0.6321 3.7436  0.2714
23 H -1.0330 0.9835 4.5151  0.2878
24 H -0.6573 4.2296 3.2265  -0.7907
25 C -2.4417 -5.5635 -0.5797  -0.8023
26 C -1.4467 -6.5974 -0.3784  1.4846
27 C -1.9748 -8.0037 -0.4064  -1.7918
28 O -0.3621 -6.4123 -1.3067  -0.3978
29 H -3.2198 -5.7235 0.1458  0.6386
30 H -2.8852 -5.5563 -1.5910  0.1253
31 H -1.9846 -4.5336 -0.4561  -0.2075
32 H -0.9728 -6.4127 0.6462  -0.4228
33 H -2.6569 -8.1897 0.3915  0.4729
34 H -1.1535 -8.6941 -0.4911  0.3719
35 H -2.6595 -8.0600 -1.2664  0.3333
36 H -0.7164 -6.2128 -2.1908  0.1395
37 C -6.5650 2.1957 -4.4802  -1.3590
38 C -5.6902 0.9316 -4.6010  1.8028
39 C -6.5909 -0.2353 -4.8358  -1.6095
40 O -4.5491 1.0693 -5.5199  -0.5470
41 H -7.4131 2.3991 -5.1751  0.3367
42 H -5.9516 3.1199 -4.5023  0.2982
43 H -7.0060 2.2477 -3.4314  0.3486
44 H -5.1301 0.7930 -3.6850  -0.6869
45 H -7.2554 -0.1431 -3.9992  0.4324
46 H -6.1506 -1.2408 -4.8309  0.2855
47 H -7.1038 -0.1057 -5.8072  0.5062
48 H -4.8062 0.6212 -6.3485  0.2686
49 C 4.0342 0.2735 -2.2922  0.0602
50 C 4.0877 1.0823 -3.5917  1.3853
51 C 4.6502 0.2906 -4.7580  -1.6004
52 O 2.7821 1.6181 -3.7894  -0.3070
53 H 4.9522 -0.2241 -2.0724  0.8886
54 H 3.2407 -0.4708 -2.5299  -0.6268
55 H 3.7222 0.8558 -1.4668  -0.4064
56 H 4.7914 1.8857 -3.4422  -0.9975
57 H 5.5913 -0.1406 -4.4711  0.5028
58 H 4.7213 0.8457 -5.7170  0.4840
59 H 4.0427 -0.6357 -4.9957  0.1207
60 H 2.5443 1.6430 -4.7345  0.1383
61 C 5.1183 4.1639 -1.5709  -0.6602
62 C 5.7245 4.4749 -2.9146  0.2987
63 C 4.7367 4.8702 -3.9554  -1.0085
64 O 6.7003 5.4982 -2.6476  -0.5665
65 H 4.6450 5.0831 -1.2704  0.3010
66 H 5.8401 3.9231 -0.7888  0.4962
67 H 4.3034 3.4254 -1.6885  -0.1813
68 H 6.2887 3.5923 -3.2949  0.3138
69 H 3.8887 4.1948 -4.1216  -0.0250
70 H 5.2606 5.0600 -4.8904  0.4244
71 H 4.2463 5.8931 -3.7050  0.2565
72 H 7.3149 5.5180 -3.3767  0.3511
73 C -5.1542 -0.9919 3.9253  -0.4017
74 C -5.5662 -2.4351 4.0006  0.1359
75 C -5.8626 -2.9956 2.6245  -0.7143
76 O -4.5830 -3.3403 4.6110  -0.5899
77 H -4.0963 -1.0379 3.6472  -0.2983
78 H -5.2794 -0.5831 4.9266  0.3452
79 H -5.7037 -0.3734 3.2019  0.3153
80 H -6.4374 -2.5038 4.6498  0.3494
81 H -5.1701 -2.5858 1.8847  -0.2498
82 H -6.8365 -2.6921 2.2119  0.4165
83 H -5.7511 -4.0801 2.6469  0.3921
84 H -3.7475 -3.0600 4.1998  0.2240
85 C -2.2757 2.3385 -3.2560  0.8856
86 C -2.0211 3.3562 -4.3419  0.4803
87 C -1.0575 2.8122 -5.3103  -1.1717
88 O -3.2574 3.6687 -4.9761  -0.7814
89 H -3.0944 2.6305 -2.6047  0.2497
90 H -1.3685 2.1583 -2.6684  -0.0209
91 H -2.5494 1.3468 -3.6953  -0.9955
92 H -1.6251 4.2996 -3.9843  0.1244
93 H -0.8193 3.6391 -5.9330  0.4955
94 H -1.4486 1.9803 -5.9110  0.2568
95 H -0.1014 2.4388 -4.9234  -0.1307
96 H -3.7770 2.8879 -5.1923  0.2744
97 C -1.4960 7.8569 3.1546  -0.9791
98 C -0.5333 6.8786 3.7956  0.4843
99 C -1.2130 6.0931 4.8964  -1.3480
100 O -0.1147 5.9740 2.7860  -0.3489
101 H -1.0210 8.5233 2.4477  0.3703
102 H -2.0276 8.3952 3.9816  0.3685
103 H -2.1968 7.2036 2.6542  -0.1640
104 H 0.2948 7.3730 4.2725  0.3868
105 H -1.4302 6.7562 5.6684  0.6832
106 H -0.5637 5.3284 5.3161  0.2161
107 H -2.1489 5.6607 4.6056  0.1291
108 H 0.8195 5.6809 2.9753  0.2298
109 C 1.4268 4.5687 -2.5894  -1.2276
110 C 1.4684 3.7808 -1.3342  3.5797
111 C 0.4110 4.2190 -0.2813  -1.4453
112 O 1.2172 2.3832 -1.6206  1.3504
113 H 2.0634 4.1394 -3.3480  0.0784
114 H 1.7714 5.6224 -2.4160  0.3121
115 H 0.4140 4.6691 -2.8686  0.0784
116 H 2.4322 3.8529 -0.8861  -2.0061
117 H 0.4344 5.2397 0.0569  0.8825
118 H 0.6241 3.6491 0.6191  -0.4772
119 H -0.5787 3.9892 -0.5902  -0.0940
120 H 1.6894 2.1472 -2.4339  -1.2297
121 C -1.5909 -6.8012 -5.7654  -1.6134
122 C -1.9549 -5.4274 -5.2351  0.9088
123 C -3.3528 -5.5200 -4.5760  -0.8763
124 O -1.0424 -5.0206 -4.2400  -0.1470
125 H -2.3769 -7.3287 -6.2913  0.3703
126 H -1.3456 -7.4872 -4.9226  0.3151
127 H -0.6280 -6.8043 -6.2819  0.3803
128 H -1.9561 -4.7760 -6.1115  0.0726
129 H -3.3445 -6.3930 -3.8997  0.2339
130 H -4.1979 -5.6567 -5.2715  0.4218
131 H -3.5186 -4.5987 -3.9759  -0.0470
132 H -1.2445 -4.1237 -3.9460  0.0830
133 C 0.0038 -0.9632 -4.5683  -0.5821
134 C -1.4479 -1.3751 -4.9509  1.6186
135 C -1.4294 -1.8786 -6.3934  -1.6436
136 O -1.9689 -2.3736 -4.1283  0.5598
137 H 0.0898 -0.7371 -3.4827  -0.2432
138 H 0.3780 -0.0743 -5.1357  0.2856
139 H 0.7586 -1.7892 -4.6866  0.0468
140 H -2.0801 -0.5056 -4.9686  -0.9089
141 H -2.4589 -2.0358 -6.7818  0.3966
142 H -0.9040 -2.8681 -6.3330  0.1742
143 H -0.8856 -1.1950 -7.0691  0.3916
144 H -2.4403 -1.8983 -3.4055  -0.0343
145 C 4.2606 5.4055 2.3121  -1.8897
146 C 2.9664 4.6248 2.0311  1.3756
147 C 3.2289 3.1684 1.7475  -1.0184
148 O 2.1257 4.7758 3.2172  -0.7553
149 H 4.0614 6.4492 2.4239  0.4593
150 H 4.9911 5.3328 1.5003  0.3242
151 H 4.6304 5.0363 3.2158  0.4665
152 H 2.3707 5.0473 1.2181  -0.2606
153 H 3.8717 2.7993 2.5125  0.9563
154 H 3.7617 3.1686 0.8006  0.0767
155 H 2.3121 2.6644 1.6235  -0.2758
156 H 1.7434 3.9479 3.5011  -0.0643
157 C -5.1186 5.1920 0.9141  -1.0937
158 C -4.3109 6.3043 0.2367  1.2694
159 C -3.6797 5.7694 -1.0827  -0.8136
160 O -5.1793 7.3910 0.0468  -0.6225
161 H -5.4455 5.6341 1.8755  0.3316
162 H -4.6405 4.2170 0.9180  -0.0432
163 H -6.0641 4.9849 0.3470  0.4539
164 H -3.5368 6.6515 0.9244  -0.4302
165 H -2.9353 4.9609 -0.9145  -0.1308
166 H -3.2394 6.4942 -1.7470  0.5193
167 H -4.4352 5.2727 -1.7304  0.2732
168 H -4.6177 8.1201 -0.2594  0.3751
169 C 2.8762 1.5137 6.7815  -1.4265
170 C 2.2679 2.1206 5.4973  0.7760
171 C 1.8482 0.9859 4.6094  -0.0294
172 O 1.1225 2.9864 5.8625  -0.6854
173 H 3.6926 0.8095 6.5926  0.1500
174 H 2.0325 1.0737 7.3055  0.4030
175 H 3.1513 2.3837 7.3735  0.4234
176 H 2.9613 2.7752 4.9268  0.1411
177 H 1.1366 0.3839 5.1217  0.4397
178 H 2.7212 0.4165 4.2921  0.0813
179 H 1.4276 1.3679 3.6787  -0.4250
180 H 0.4494 2.8529 5.1932  -0.0349
181 C -3.8659 0.0752 0.0050  -0.5394
182 C -3.5502 -1.1823 -0.8491  2.0200
183 C -4.7660 -1.9083 -1.2652  -1.7864
184 O -2.8100 -0.9151 -2.0600  1.2897
185 H -4.6567 0.6770 -0.4524  0.5464
186 H -3.0039 0.7693 0.0561  -0.2406
187 H -4.1219 -0.2403 1.0167  -0.2069
188 H -2.9774 -1.9207 -0.1782  -1.4436
189 H -4.4670 -2.8252 -1.7956  0.2633
190 H -5.2571 -1.3309 -2.0413  0.1282
191 H -5.4095 -2.0494 -0.4323  0.4580
192 H -2.3788 -0.0385 -2.0010  -1.1323
193 C 2.8274 -3.6172 -4.4278  -1.5972
194 C 2.8652 -3.2586 -2.9724  3.5228
195 C 2.4583 -4.4273 -2.1730  -1.8033
196 O 4.1287 -2.7830 -2.5527  -0.5478
197 H 2.8176 -2.7185 -5.1206  0.2121
198 H 1.9555 -4.2757 -4.6570  0.1880
199 H 3.7830 -4.1437 -4.7022  0.4493
200 H 2.1441 -2.4996 -2.7678  -1.8638
201 H 2.4188 -4.2420 -1.1245  0.2422
202 H 3.1615 -5.2431 -2.4200  0.5654
203 H 1.4886 -4.8156 -2.2703  0.3594
204 H 4.6890 -3.5481 -2.5654  0.4666
205 C 3.2267 -3.7858 6.6849  -1.5315
206 C 3.6978 -2.4674 6.0431  1.2159
207 C 4.9460 -1.8691 6.5796  -1.5128
208 O 3.8869 -2.5808 4.6288  -0.1129
209 H 3.9397 -4.6811 6.5533  0.2697
210 H 2.3378 -4.1675 6.2087  0.2647
211 H 3.0678 -3.6257 7.7286  0.4748
212 H 2.8766 -1.7979 6.2491  -0.0480
213 H 4.9705 -1.6893 7.6598  0.3666
214 H 4.9943 -0.9261 6.0909  0.2861
215 H 5.7779 -2.5443 6.3007  0.3141
216 H 3.8328 -3.4942 4.2875  0.2434
217 C -1.5333 -3.9164 2.5762  -0.3789
218 C -0.8040 -3.2637 3.7148  0.6790
219 C 0.3524 -2.4419 3.1858  0.2956
220 O -1.7259 -2.4438 4.4612  -0.6336
221 H -0.8692 -4.5741 2.0214  -0.2764
222 H -1.9833 -3.1861 1.9108  -0.3307
223 H -2.3678 -4.5109 3.0086  0.6774
224 H -0.4658 -4.0106 4.4438  0.4086
225 H 0.9865 -1.9721 3.9605  -0.1594
226 H -0.0618 -1.6544 2.5783  0.2946
227 H 1.0165 -3.0383 2.5896  -1.1471
228 H -1.6637 -1.5278 4.0916  0.1310
229 C 3.5996 -1.3495 1.5759  2.0491
230 C 5.0088 -1.7103 1.3154  0.5699
231 C 5.9214 -1.6041 2.5745  -1.4223
232 O 5.1425 -3.0706 0.8121  -0.7577
233 H 3.4440 -0.4464 2.1983  -0.6526
234 H 3.1122 -2.1636 2.0741  -0.7190
235 H 3.1367 -1.1569 0.6054  -0.4202
236 H 5.4333 -1.1109 0.5347  0.3222
237 H 5.6587 -2.1407 3.4909  0.0711
238 H 5.9009 -0.5145 2.7749  0.3044
239 H 6.9466 -1.8564 2.2125  0.4596
240 H 4.5116 -3.1150 0.0256  0.2930
241 C 0.4466 -1.4599 -0.4925  -0.6666
242 C -0.2727 -0.2216 0.0247  1.3762
243 C 0.5178 0.6541 0.9715  -0.0319
244 O -0.7966 0.4861 -1.1146  3.1455
245 H -0.2069 -1.9828 -1.1035  0.8558
246 H 0.8828 -2.1361 0.2914  -0.4938
247 H 1.3547 -1.1790 -1.0320  -0.8017
248 H -1.2045 -0.5564 0.5211  -0.7197
249 H 0.8424 0.1497 1.8637  0.4137
250 H -0.0588 1.4981 1.2706  0.1539
251 H 1.4019 0.9975 0.4474  -0.1945
252 H -0.1895 1.2421 -1.2518  -1.5757

=====

The following is a quantum chemistry calculation of a structure of composition C63H48BrN5O4P2S3V, from the OMol25 dataset.

Properties
LUMO level (spin up / spin down) = -0.901 / -0.351 eV
Kohn-Sham gap (spin up / spin down) = 6.49 / 7.06 eV
2S+1 = 2

Each line ends with the Mulliken charge.
Positions of all 127 atoms, in Å:
1 V -1.4165 0.3445 -0.7129  -0.3224
2 O 1.9944 0.5750 1.2555  1.1647
3 C 1.6220 0.2992 2.5316  0.1276
4 C 2.6071 -0.1071 3.4424  -0.4788
5 C 2.3267 -0.2931 4.7752  -0.8540
6 C 1.0449 -0.0928 5.2436  -1.1596
7 C 0.0463 0.1680 4.3359  -0.2963
8 C 0.2814 0.3332 2.9606  -0.0176
9 P -1.3019 0.2886 1.9532  1.8059
10 C -1.8240 -1.3608 2.6479  1.4388
11 C -3.1489 -1.7521 2.8264  -0.2223
12 C -3.4747 -3.0376 3.2415  -0.8570
13 C -2.4811 -3.9660 3.4937  -0.8515
14 C -1.1555 -3.5972 3.3185  -0.9753
15 C -0.8331 -2.3181 2.8984  -0.5569
16 C -2.1620 1.5555 2.9859  0.7208
17 C -1.6009 2.8305 2.9437  -1.0599
18 C -2.1026 3.8585 3.7214  -0.6710
19 C -3.1825 3.6267 4.5645  -0.9742
20 C -3.7492 2.3646 4.6150  -0.7741
21 C -3.2443 1.3337 3.8307  -0.0328
22 C 3.3045 0.9902 1.1137  -0.8485
23 C 3.8880 1.8876 1.9986  0.0066
24 C 5.2199 2.2273 1.8598  -0.7527
25 C 5.9827 1.6780 0.8389  -1.0266
26 C 5.3772 0.8420 -0.0819  -0.3041
27 C 4.0302 0.5031 0.0265  -0.2737
28 P 3.1275 -0.4156 -1.2936  1.7099
29 C 3.7912 -2.1082 -1.0489  0.2491
30 C 3.8642 -2.9998 -2.1204  -0.6931
31 C 4.2438 -4.3197 -1.9200  -0.7929
32 C 4.5261 -4.7739 -0.6388  -0.5501
33 C 4.4348 -3.9015 0.4361  -0.6134
34 C 4.0765 -2.5762 0.2323  -0.2651
35 C 4.0580 0.1878 -2.7717  0.2058
36 C 3.4831 1.2714 -3.4371  -0.7522
37 C 4.0706 1.8100 -4.5735  -0.6923
38 C 5.2489 1.2688 -5.0649  -0.5250
39 C 5.8313 0.1886 -4.4151  -0.7818
40 C 5.2442 -0.3464 -3.2768  -0.2474
41 H 3.6123 -0.2871 3.0885  0.4518
42 H 3.1169 -0.5985 5.4498  0.4287
43 H 0.8196 -0.1839 6.2983  0.4640
44 H -0.9755 0.2234 4.6878  0.3251
45 H -3.9609 -1.0762 2.6309  -0.2139
46 H -4.5175 -3.3092 3.3531  0.4602
47 H -2.7363 -4.9664 3.8210  0.3994
48 H -0.3594 -4.3117 3.4914  0.5204
49 H 0.2084 -2.0799 2.7445  0.4031
50 H -0.7354 3.0010 2.3168  0.5417
51 H -1.6460 4.8392 3.6782  0.4911
52 H -3.5710 4.4239 5.1855  0.3870
53 H -4.5844 2.1698 5.2763  0.4684
54 H -3.6914 0.3534 3.9056  0.3109
55 H 3.3039 2.3264 2.7963  0.5408
56 H 5.6663 2.9160 2.5658  0.4456
57 H 7.0349 1.9203 0.7511  0.4230
58 H 5.9520 0.4580 -0.9148  0.4591
59 H 3.6213 -2.6593 -3.1189  0.5529
60 H 4.3078 -4.9957 -2.7641  0.4172
61 H 4.8155 -5.8059 -0.4787  0.4059
62 H 4.6392 -4.2542 1.4398  0.4422
63 H 4.0018 -1.9028 1.0782  0.1819
64 H 2.5634 1.6954 -3.0485  0.4076
65 H 3.6025 2.6467 -5.0784  0.4484
66 H 5.7130 1.6832 -5.9513  0.3845
67 H 6.7500 -0.2414 -4.7958  0.4170
68 H 5.7162 -1.1878 -2.7865  0.4602
69 S -1.4177 5.8193 0.6867  -0.3976
70 C 0.2361 6.0809 0.3363  1.4130
71 C 0.9674 7.2457 0.5223  -0.8539
72 C 2.2790 7.2616 0.1041  -0.4866
73 C 2.8371 6.1343 -0.4895  -0.8249
74 C 2.1030 4.9739 -0.6702  -0.5030
75 C 0.7790 4.9264 -0.2484  -0.8269
76 N -0.1206 3.8542 -0.3979  0.0005
77 C -1.2985 4.1790 0.0187  0.1456
78 C -2.5523 3.4425 -0.1465  0.7834
79 C -3.7064 4.2056 0.1336  -1.0573
80 C -4.9644 3.8023 -0.2194  -1.3774
81 C -5.0910 2.6450 -0.9621  -0.7959
82 C -3.9853 1.8605 -1.2058  0.0356
83 C -2.6966 2.1315 -0.6980  1.3744
84 H 0.5066 8.1199 0.9651  0.4137
85 H 2.8732 8.1585 0.2286  0.3869
86 H 3.8629 6.1621 -0.8250  0.4333
87 H 2.5475 4.1198 -1.1502  0.6730
88 H -3.5923 5.1671 0.6206  0.5475
89 H -5.8268 4.4081 0.0259  0.4312
90 H -6.0557 2.3345 -1.3454  0.4572
91 H -4.1287 0.9854 -1.8291  0.5624
92 O -1.1421 -0.4734 -6.1758  -0.5126
93 C -1.2881 0.0967 -4.9676  1.3304
94 C -1.7142 1.4382 -4.8235  -1.2733
95 C -1.8333 1.9713 -3.5710  -0.7591
96 N -1.5248 1.1906 -2.5244  0.7339
97 C -1.1659 -0.0507 -2.6281  0.7732
98 Br -0.2412 -1.8009 -0.2060  -0.4841
99 C -1.0060 -0.6699 -3.8527  -0.8950
100 H -1.5094 0.0888 -6.8646  0.3070
101 H -1.9606 2.0409 -5.6895  0.3667
102 H -2.1562 2.9890 -3.3906  0.5302
103 H -0.7718 -1.7179 -3.9638  0.4528
104 N -0.6722 -7.6632 0.0683  -0.5604
105 C -1.3360 -6.6520 -0.6154  1.0946
106 C -0.6140 -5.6080 -1.2040  -0.8268
107 C -1.2626 -4.6368 -1.9365  -0.5112
108 C -2.6444 -4.6879 -2.0776  -0.1839
109 C -3.3770 -5.7057 -1.4879  -0.4523
110 C -2.7229 -6.6938 -0.7717  -0.7494
111 S -3.4720 -3.3846 -2.9240  1.0760
112 O -2.8805 -3.2360 -4.2265  -0.7097
113 O -4.8923 -3.6487 -2.8551  -0.7591
114 N -3.0250 -2.1051 -2.0473  0.0102
115 C -3.7319 -1.5269 -1.1167  -0.3246
116 S -5.4341 -1.8430 -0.7108  -0.2252
117 C -5.3843 -0.5998 0.4966  -0.1000
118 C -4.1777 -0.0398 0.5535  -1.8889
119 N -3.2144 -0.5483 -0.3135  1.3889
120 H 0.2534 -7.4448 0.3930  0.2134
121 H -1.2189 -8.2007 0.7178  0.2070
122 H 0.4615 -5.5573 -1.0688  0.3936
123 H -0.7005 -3.8267 -2.3857  0.5030
124 H -4.4541 -5.7119 -1.5974  0.5203
125 H -3.2855 -7.5061 -0.3252  0.2962
126 H -6.2555 -0.3406 1.0786  0.4346
127 H -3.9173 0.7835 1.2014  0.4183

=====

Number 2 is which compound? C63H48BrN5O4P2S3V